[1]
Entry from the Open Molecules 2025 dataset: C30H39N8O5V as an isolated structure (ωB97M-V with the def2-TZVPD basis set).

Output
**E_LUMO (alpha / beta)**: -2.69 / -2.69 eV
**Kohn-Sham gap (alpha / beta)**: 5.42 / 6.15 eV
**Multiplicity**: 4
**Total energy**: -2924.74888 Eh
**Relative energy (zero: lowest compared OMol25 entry of this formula, charge and spin)**: 0.0 kcal/mol
**Expectation value of S²**: 3.762
**Total charge**: +1

Last column: Mulliken charge in e.
Element x y z (Å)
V: 0.219 1.229 -0.362  0.01
O: 3.863 0.615 1.467  -0.80
C: 2.884 0.882 0.759  0.11
N: 1.637 1.196 1.088  0.51
C: 1.160 1.370 2.386  -0.20
C: 1.842 1.084 3.567  -0.27
C: 1.229 1.309 4.796  -0.89
C: -0.054 1.824 4.856  -0.80
C: -0.750 2.122 3.689  -0.47
C: -0.156 1.900 2.448  -0.29
N: -0.699 2.177 1.205  0.94
C: -1.743 2.960 0.964  0.00
O: -2.617 3.399 1.717  -0.80
C: -1.783 3.337 -0.501  0.48
C: -2.738 4.237 -0.952  -0.94
C: -2.741 4.606 -2.286  -0.47
C: -1.779 4.064 -3.132  -0.91
C: -0.862 3.172 -2.607  0.00
N: -0.855 2.804 -1.325  0.22
C: 3.062 0.810 -0.741  0.41
C: 4.341 0.685 -1.264  -0.74
C: 4.505 0.602 -2.637  -0.60
C: 3.376 0.627 -3.444  -1.11
C: 2.134 0.748 -2.842  -0.12
N: 1.968 0.850 -1.524  0.58
H: 2.858 0.722 3.512  0.54
H: 1.772 1.097 5.708  0.40
H: -0.517 2.017 5.816  0.39
H: -1.739 2.557 3.723  0.67
H: -3.445 4.625 -0.234  0.55
H: -3.471 5.309 -2.662  0.45
H: -1.730 4.335 -4.177  0.47
H: -0.088 2.737 -3.230  0.35
H: 5.170 0.669 -0.573  0.58
H: 5.493 0.525 -3.071  0.45
H: 3.449 0.562 -4.521  0.49
H: 1.224 0.758 -3.431  0.44
C: -3.549 -0.799 -4.159  -1.07
N: -2.209 -0.679 -3.615  0.09
C: -1.133 -1.003 -4.536  -1.01
C: -1.921 -0.273 -2.369  0.65
O: -0.761 -0.187 -1.960  0.10
C: -3.093 0.058 -1.438  -1.21
O: -2.589 0.595 -0.258  -0.03
C: -2.943 0.049 0.985  -1.77
C: -1.737 -0.647 1.618  0.66
O: -0.718 -0.861 0.956  -0.46
N: -1.849 -0.983 2.910  0.24
C: -0.685 -1.449 3.642  -0.96
C: -3.009 -0.681 3.730  -0.98
H: -3.792 -1.847 -4.350  0.33
H: -3.606 -0.254 -5.103  0.37
H: -4.294 -0.386 -3.488  0.41
H: -1.377 -1.924 -5.067  0.39
H: -0.212 -1.138 -3.978  0.16
H: -0.999 -0.205 -5.270  0.32
H: -3.687 -0.848 -1.269  0.56
H: -3.742 0.801 -1.915  0.41
H: -3.769 -0.664 0.890  0.61
H: -3.267 0.873 1.628  0.63
H: 0.192 -1.344 3.012  0.09
H: -0.814 -2.489 3.951  0.35
H: -0.543 -0.823 4.524  0.42
H: -3.920 -0.636 3.139  0.37
H: -2.874 0.268 4.255  0.28
H: -3.131 -1.475 4.466  0.39
N: 3.054 -4.407 0.597  -0.09
C: 2.210 -4.198 -0.630  -0.93
C: 2.219 -2.700 -0.962  -0.30
N: 1.846 -1.881 0.151  0.47
C: 2.589 -2.132 1.356  -0.30
C: 2.554 -3.603 1.770  -0.87
H: 4.008 -4.099 0.390  0.40
H: 3.104 -5.397 0.833  0.36
H: 1.209 -4.544 -0.373  0.35
H: 2.623 -4.820 -1.425  0.45
H: 1.545 -2.516 -1.799  0.01
H: 3.229 -2.422 -1.297  0.43
H: 0.852 -1.745 0.300  0.11
H: 2.204 -1.510 2.163  -0.14
H: 3.633 -1.819 1.220  0.33
H: 1.539 -3.948 1.968  0.38
H: 3.197 -3.827 2.620  0.38

[2]
Entry from the Open Molecules 2025 dataset: C30H40BCl5N12O3SW as an isolated structure in a non-equilibrium geometry (ωB97M-V with the def2-TZVPD basis set).

Output
**E_LUMO (alpha / beta)**: -9.50 / -9.13 eV
**Kohn-Sham gap (alpha / beta)**: 6.27 / 6.64 eV
**Multiplicity**: 2
**Total energy**: -4840.30823 Eh
**Relative energy (zero: lowest compared OMol25 entry of this formula, charge and spin)**: 0.0 kcal/mol
**Expectation value of S²**: 0.756
**Total charge**: +3

Last column: Mulliken charge in e.
Element x y z (Å)
W: 0.527 -0.869 -0.622  1.82
C: 3.274 -4.104 0.111  -1.68
C: 2.221 -3.525 -0.558  -0.30
N: 2.029 -2.261 -0.123  0.66
N: 2.969 -2.032 0.836  0.16
C: 3.710 -3.129 0.996  -0.04
B: 2.855 -0.792 1.740  0.51
N: 1.462 -0.874 2.404  0.21
C: 1.100 -0.909 3.689  -0.05
C: -0.281 -0.882 3.758  -1.70
C: -0.697 -0.828 2.444  -0.09
N: 0.354 -0.836 1.604  0.08
N: 2.780 0.500 0.853  0.79
C: 3.481 1.610 1.061  0.04
C: 2.942 2.636 0.285  -1.71
C: 1.887 2.055 -0.369  -0.34
N: 1.778 0.749 -0.033  -0.31
N: 4.020 -0.682 2.659  0.28
C: 5.347 -0.754 2.325  -0.29
C: 6.071 -0.278 3.379  -0.89
C: 5.100 0.095 4.334  -0.37
N: 3.880 -0.130 3.896  -0.99
H: 3.668 -5.096 -0.013  0.50
H: 1.583 -3.951 -1.312  0.55
H: 4.490 -3.162 1.737  0.69
H: 1.855 -0.908 4.457  0.65
H: -0.889 -0.894 4.645  0.61
H: -1.703 -0.781 2.072  0.57
H: 4.311 1.613 1.749  0.47
H: 3.280 3.655 0.221  0.49
H: 1.204 2.519 -1.065  0.51
H: 5.672 -1.122 1.365  0.57
H: 7.141 -0.210 3.462  0.47
H: 5.250 0.512 5.316  0.50
C: -3.615 -3.958 0.658  -0.88
O: -2.192 -3.861 0.393  -0.35
C: -1.666 -2.731 0.071  0.15
O: -0.435 -2.692 -0.193  -0.81
N: -2.331 -1.574 0.056  0.08
N: -1.579 -0.467 -0.410  -1.46
H: -3.784 -4.997 0.914  0.29
H: -4.174 -3.704 -0.242  0.35
H: -3.876 -3.318 1.500  0.33
H: -3.338 -1.518 0.028  0.34
H: -2.073 1.122 0.193  0.35
H: -1.852 -0.363 -1.388  0.27
O: 0.167 0.636 -1.927  -0.49
S: -0.277 1.492 -3.156  -0.09
C: 1.182 1.753 -4.178  -0.18
C: 0.552 1.975 -5.547  -0.80
C: -0.437 0.821 -5.760  -0.94
C: -1.094 0.458 -4.408  0.82
H: 1.776 0.842 -4.127  0.04
H: 1.746 2.596 -3.782  0.51
H: 1.325 1.993 -6.313  0.41
H: 0.045 2.942 -5.581  0.37
H: 0.082 -0.057 -6.140  0.34
H: -1.201 1.091 -6.485  0.37
H: -0.933 -0.584 -4.132  -0.85
H: -2.156 0.689 -4.350  0.67
C: -3.542 0.811 3.681  -1.39
C: -3.964 1.237 2.284  0.12
N: -3.672 2.649 1.991  0.15
C: -4.356 3.641 2.857  -1.02
C: -3.492 4.177 3.986  -0.93
C: -2.928 3.024 0.977  1.50
C: -2.772 4.482 0.652  -1.56
N: -2.315 2.155 0.170  -0.01
H: -3.716 -0.259 3.803  0.43
H: -4.124 1.318 4.448  0.45
H: -2.485 1.019 3.853  0.44
H: -5.040 1.098 2.149  0.29
H: -3.468 0.620 1.539  -0.45
H: -5.234 3.132 3.254  0.41
H: -4.730 4.446 2.227  0.55
H: -3.213 3.395 4.689  0.28
H: -4.054 4.933 4.531  0.40
H: -2.578 4.644 3.620  0.26
H: -3.713 4.877 0.265  0.38
H: -2.005 4.630 -0.103  0.39
H: -2.505 5.064 1.531  0.31
H: -1.748 2.583 -0.542  0.03
Cl: 3.196 -0.703 -2.402  -0.08
C: 2.034 -1.771 -3.156  0.72
C: 0.773 -1.906 -2.570  -0.44
C: -0.139 -2.663 -3.307  0.64
Cl: -1.839 -2.664 -2.908  -0.08
C: 0.201 -3.340 -4.480  0.02
Cl: -0.959 -4.262 -5.328  -0.12
C: 1.502 -3.235 -4.986  0.30
Cl: 1.942 -4.053 -6.410  -0.12
C: 2.421 -2.410 -4.332  0.07
Cl: 3.987 -2.189 -4.977  -0.12

What is the formula in the second record?
C30H40BCl5N12O3SW